(1)
A structure of composition C8H12N. Source: the OMol25 dataset; level of theory: ωB97M-V with the def2-TZVPD basis set.

```
21
C8H12N, DFT ωB97M-V with the def2-TZVPD basis set
C -0.4933 -0.4271 0.4763
C -0.1657 0.7786 0.1064
C 0.8092 -1.1594 0.5296
C -1.4405 1.4972 0.0855
C 2.9125 0.3975 0.4610
C 2.6062 0.0364 -0.9428
C -1.9586 0.0407 0.4951
C -2.8548 -0.6073 -0.5373
N 1.5807 0.0331 0.0635
H 1.1121 -1.4514 1.5374
H 0.8939 -2.0085 -0.1511
H -1.5595 2.2679 0.8433
H -1.7970 1.8474 -0.8795
H 3.4476 -0.3063 1.0872
H 3.0685 1.4371 0.7167
H 2.5473 0.8192 -1.6867
H 2.9230 -0.9243 -1.3285
H -2.3823 0.0355 1.4951
H -2.3166 -0.7808 -1.4640
H -3.7076 0.0347 -0.7421
H -3.2253 -1.5603 -0.1650
```

molar mass: 122.191 g/mol
ΔE to the lowest compared entry with this formula, charge and spin: 304.0 kJ/mol
orbital gap: 9.84 eV
total charge: +1
multiplicity: 1
E_LUMO: -4.465 eV

(2)
The molecule C5H10O. Source: the OMol25 dataset; level of theory: ωB97M-V with the def2-TZVPD basis set.

```
16
C5H10O, DFT ωB97M-V with the def2-TZVPD basis set
C 0.4191 1.5457 1.4483
C -0.0744 0.4189 0.9321
O -1.1151 -0.2697 1.4823
C 0.4122 -0.2049 -0.3583
C -0.2947 0.4502 -1.5522
C 0.2223 -1.7228 -0.3814
H 1.2434 2.0555 0.9634
H 0.0061 2.0029 2.3444
H -1.3874 0.1891 2.2885
H 1.4838 0.0193 -0.4311
H -0.1023 1.5276 -1.5788
H -1.3782 0.2993 -1.4851
H 0.0531 0.0120 -2.4947
H -0.8421 -1.9767 -0.3601
H 0.6978 -2.2047 0.4787
H 0.6563 -2.1416 -1.2960
```

molar mass: 86.134 g/mol
ΔE to the lowest compared entry with this formula, charge and spin: 55.7 kJ/mol
orbital gap: 9.66 eV
SMILES string: C=C(O)C(C)C
multiplicity: 1
E_LUMO: 0.868 eV